# 1
{
  "formula": "C31H23N4O8OsS",
  "method": "ωB97M-V/def2-TZVPD",
  "orbital_gap_ev": [4.5, 2.9],
  "homo_energy_ha": [-0.3672, -0.4109],
  "s2": 6.090,
  "total_charge": 1,
  "de_lowest_kj_mol": 0.0,
  "spin_multiplicity": 5,
  "elements": ["Os", "O", "C", "O", "C", "C", "N", "N", "C", "C", "O", "O", "H", "H", "H", "C", "C", "C", "C", "C", "C", "C", "O", "C", "C", "C", "H", "H", "H", "H", "H", "H", "H", "H", "H", "H", "H", "H", "N", "C", "C", "C", "C", "C", "C", "C", "C", "C", "H", "H", "H", "H", "O", "C", "N", "S", "O", "O", "C", "C", "C", "C", "C", "C", "H", "H", "H", "H"],
  "xyz": [[-0.98284, 1.04774, -0.21484], [-3.31956, 1.11421, 5.19618], [-4.25750, 1.03056, 4.19642], [-5.45356, 1.03050, 4.48708], [-3.72825, 0.96296, 2.81261], [-4.56337, 0.84752, 1.72180], [-3.80113, 0.77643, 0.56269], [-2.48856, 0.90965, 0.91644], [-2.43473, 0.99880, 2.26715], [-1.04245, 1.14696, 2.72832], [-0.67199, 1.17159, 3.89794], [-0.19703, 1.12327, 1.67720], [-2.38623, 1.06198, 4.85323], [-5.64636, 0.80707, 1.72318], [-4.08326, 0.90925, -0.40155], [3.94994, -4.61995, 0.09785], [3.57601, -3.22667, -0.32379], [3.35091, -2.90535, -1.68538], [2.96457, -1.63820, -2.14734], [2.95353, -1.41204, -3.63500], [2.65098, -0.60797, -1.17408], [1.73788, 0.44089, -1.56541], [1.05190, 1.20642, -0.80035], [3.11768, -0.83503, 0.17193], [3.11458, 0.30885, 1.14228], [3.53200, -2.13250, 0.52176], [3.16731, -5.29912, -0.26243], [4.05019, -4.74157, 1.18749], [4.87059, -4.94208, -0.40570], [3.54184, -3.71090, -2.43061], [3.86788, -1.88821, -4.00873], [2.93395, -0.33944, -3.85807], [2.11901, -1.89681, -4.11369], [1.64256, 0.69432, -2.63625], [3.81655, 0.03057, 1.97013], [2.10100, 0.51765, 1.53098], [3.41838, 1.25275, 0.68605], [3.83473, -2.30035, 1.58461], [-0.08671, -8.72621, -0.28478], [-0.27001, -7.55791, -0.32070], [-0.41516, -6.16454, -0.35919], [-1.16146, -5.53451, 0.63370], [-1.49072, -4.19844, 0.53490], [-0.99701, -3.45937, -0.56002], [-0.37117, -4.13346, -1.63998], [-0.02780, -5.45775, -1.47334], [-1.08412, -2.07601, -0.52631], [-1.00378, -0.82179, -0.55955], [-1.47696, -6.12349, 1.49328], [-2.09133, -3.73062, 1.32636], [-0.04819, -3.56051, -2.47281], [0.56049, -5.98653, -2.18637], [-2.88350, 3.23155, 0.48267], [-1.87600, 3.74171, -0.00897], [-0.81129, 3.03774, -0.41854], [0.46855, 3.96281, -1.10710], [1.63139, 3.91303, -0.25180], [0.60593, 3.70946, -2.54055], [-0.46044, 5.44415, -0.87635], [-0.00171, 6.73036, -1.23686], [-0.85402, 7.77962, -0.92218], [-2.09653, 7.55554, -0.29652], [-2.50344, 6.27469, 0.03981], [-1.67046, 5.17397, -0.25931], [0.95694, 6.87047, -1.70975], [-0.56402, 8.80174, -1.14590], [-2.78396, 8.40440, -0.10322], [-3.50066, 6.00611, 0.47926]],
  "lowdin_spin": [1.959, 0.000, 0.000, 0.003, 0.015, 0.063, 0.003, -0.015, 0.058, 0.020, 0.049, 0.147, 0.000, 0.003, 0.007, -0.006, 0.014, 0.312, 0.137, 0.023, 0.031, 0.017, 0.016, 0.211, 0.053, 0.162, -0.001, 0.000, -0.002, 0.009, 0.006, 0.000, 0.009, 0.003, 0.001, 0.026, 0.011, 0.004, 0.028, 0.003, 0.039, -0.008, 0.048, 0.027, 0.054, -0.007, 0.250, 0.014, -0.001, 0.002, 0.003, -0.001, 0.027, 0.036, 0.104, 0.012, 0.005, 0.004, 0.005, 0.000, 0.004, 0.000, 0.004, 0.004, 0.000, 0.000, 0.000, 0.000]
}

=====

# 2
{
  "formula": "C20H17FN2O2S",
  "method": "ωB97M-V/def2-TZVPD",
  "orbital_gap_ev": 8.4,
  "homo_energy_ha": -0.3105,
  "smiles": "Cc1c(F)cccc1[C@@]1(C(=O)NO)C=C(c2cccc3cnsc23)CC1",
  "elements": ["C", "C", "C", "F", "C", "C", "C", "C", "C", "C", "O", "N", "O", "C", "C", "C", "C", "C", "C", "C", "C", "N", "S", "C", "C", "C", "H", "H", "H", "H", "H", "H", "H", "H", "H", "H", "H", "H", "H", "H", "H", "H", "H"],
  "xyz": [[-0.75748, -2.07036, 3.68493], [0.67844, -1.65828, 3.37868], [1.68978, -2.11512, 4.27130], [1.44056, -2.85757, 5.38470], [3.01391, -1.79827, 4.00955], [3.37228, -1.02973, 2.90922], [2.38642, -0.49463, 2.11947], [1.01694, -0.77323, 2.31051], [-0.02122, -0.08765, 1.37707], [-1.01310, 0.73915, 2.23844], [-2.17191, 0.76405, 1.89488], [-0.64510, 1.42809, 3.39901], [-1.59925, 2.22059, 4.14465], [0.50156, 0.99083, 0.45438], [0.13123, 0.81105, -0.86006], [0.38524, 1.66126, -2.06738], [-0.35477, 1.44961, -3.25917], [-0.19689, 2.20432, -4.40014], [0.74340, 3.20910, -4.42527], [1.54269, 3.43798, -3.30064], [2.50378, 4.48679, -3.15766], [3.00392, 4.64239, -1.97522], [2.51321, 3.36845, -0.95374], [1.39660, 2.68395, -2.15001], [-0.70613, -0.42148, -0.96433], [-0.63522, -1.10009, 0.36980], [-1.23779, -1.24480, 4.21736], [-0.76865, -2.92852, 4.34007], [-1.35998, -2.36698, 2.78976], [3.79328, -2.24597, 4.61037], [4.41238, -0.89873, 2.63921], [2.76617, 0.14081, 1.31891], [0.33792, 1.45625, 3.65017], [-2.47026, 2.23628, 3.70991], [1.05333, 1.85385, 0.80046], [-1.06547, 0.65610, -3.28082], [-0.79232, 2.05439, -5.28684], [0.78188, 3.87263, -5.28586], [2.73319, 5.12993, -3.98969], [-1.75593, -0.17291, -1.14885], [-0.34657, -1.09984, -1.73690], [-1.61919, -1.45201, 0.67037], [0.07373, -1.92705, 0.30403]],
  "lowdin_charge": [-0.010, -0.120, -0.210, 0.058, -0.017, -0.082, -0.045, -0.106, -0.279, -0.421, 0.077, 0.053, -0.006, 0.014, -0.130, -0.117, -0.022, -0.078, -0.028, -0.276, -0.219, -0.271, 0.991, -0.370, -0.154, -0.101, 0.088, 0.070, 0.094, 0.115, 0.109, 0.111, 0.151, 0.100, 0.087, 0.099, 0.107, 0.118, 0.117, 0.132, 0.126, 0.116, 0.131]
}

=====

Number 1: E -68149.411 eV. Number 2: E -41641.789 eV.